C44H39FeN3O4PS3 | ωB97M-V with the def2-TZVPD basis set

- charge = -1
- <S²> = 6.01
- frontier orbital gap (spin up / spin down) (eV) = 7.24 / 7.08
- relative energy (zero: lowest compared OMol25 entry of this formula, charge and spin) (kcal per mole) = 3.9
- DFT total energy (eV) = -135106.4664
- spin multiplicity = 5

CARTESIAN COORDINATES (ANGSTROEM)
Fe (-0.15849, -0.01164, 1.45038)
C (-5.70196, 1.65053, 6.12627)
C (-4.82510, 1.80212, 4.91414)
C (-3.75277, 0.93880, 4.70179)
C (-2.95652, 1.04796, 3.57454)
C (-3.22963, 2.03425, 2.63718)
C (-4.29574, 2.89767, 2.82564)
C (-5.08311, 2.78246, 3.96228)
S (-2.18079, 2.22820, 1.20381)
O (-0.91445, 2.77060, 1.67313)
O (-2.95136, 3.05750, 0.30224)
N (-1.85422, 0.77296, 0.66333)
C (-2.97538, -0.13206, 0.45552)
C (-2.69389, -1.53130, 1.05830)
O (-3.44158, -2.45744, 0.74195)
O (-1.68668, -1.59998, 1.83847)
H (-5.12251, 1.34105, 6.99673)
H (-6.47145, 0.89314, 5.95945)
H (-6.20596, 2.58679, 6.36856)
H (-3.53735, 0.16092, 5.42536)
H (-2.14830, 0.34439, 3.41392)
H (-4.49969, 3.65072, 2.07678)
H (-5.91363, 3.46434, 4.10895)
H (-3.22822, -0.23998, -0.60217)
H (-3.88705, 0.22756, 0.95079)
S (0.65094, 0.06744, 3.80818)
C (2.20746, 0.01780, 3.07249)
C (3.42888, -0.11122, 3.76274)
C (4.60163, -0.18490, 3.04928)
C (4.57448, -0.12160, 1.65445)
C (3.34261, 0.02388, 1.04833)
N (2.19893, 0.08804, 1.72664)
H (3.42249, -0.15603, 4.84290)
H (5.54539, -0.28792, 3.57253)
H (5.47774, -0.16242, 1.06175)
H (3.25342, 0.11074, -0.03097)
C (5.45731, 3.10636, -2.51255)
C (4.23297, 3.30192, -3.13161)
C (3.05905, 3.29114, -2.38779)
C (3.08765, 3.07880, -1.01203)
C (4.32851, 2.88042, -0.40036)
C (5.49950, 2.89888, -1.13894)
P (1.58013, 2.90613, 0.02922)
C (0.30776, 3.65029, -1.04427)
C (-0.34212, 2.77236, -1.90840)
C (-1.33571, 3.22454, -2.76216)
C (-1.71042, 4.55872, -2.74282)
C (-1.08705, 5.43590, -1.86768)
C (-0.08142, 4.98592, -1.02579)
C (1.96684, 4.16681, 1.29438)
C (1.64056, 3.86483, 2.61460)
C (1.95541, 4.75654, 3.63276)
C (2.59661, 5.95095, 3.34294)
C (2.93422, 6.25474, 2.02924)
C (2.62616, 5.36385, 1.01408)
H (6.37195, 3.11736, -3.09216)
H (4.18559, 3.46960, -4.20093)
H (2.11225, 3.45550, -2.88686)
H (4.37773, 2.71398, 0.66986)
H (6.44989, 2.74899, -0.64047)
H (-0.09398, 1.71648, -1.88614)
H (-1.84312, 2.52394, -3.41321)
H (-2.50586, 4.90945, -3.38870)
H (-1.39389, 6.47408, -1.82762)
H (0.38280, 5.67410, -0.33169)
H (1.13075, 2.93691, 2.84577)
H (1.69420, 4.50762, 4.65387)
H (2.83963, 6.64456, 4.13892)
H (3.44266, 7.18335, 1.79864)
H (2.91297, 5.59070, -0.00648)
N (0.53848, -1.59913, 0.21615)
S (-0.31682, -2.92934, 0.02126)
C (0.00728, -4.03032, 1.40016)
C (-0.44145, -5.34141, 1.34080)
C (-0.22747, -6.17756, 2.42403)
C (0.41957, -5.69622, 3.55558)
C (0.84215, -4.37705, 3.60730)
C (0.63302, -3.53064, 2.52649)
C (0.54045, -3.86095, -1.24582)
C (-0.11178, -4.01336, -2.46030)
C (0.52957, -4.66921, -3.50390)
C (1.81195, -5.16274, -3.32568)
C (2.45945, -5.00723, -2.10538)
C (1.82434, -4.35871, -1.06091)
H (1.53153, -1.81491, 0.23475)
H (-0.95887, -5.70325, 0.46046)
H (-0.57582, -7.20200, 2.39050)
H (0.57768, -6.34925, 4.40464)
H (1.31785, -3.98752, 4.49802)
H (0.91016, -2.48607, 2.58452)
H (-1.11215, -3.61670, -2.58034)
H (0.02490, -4.79110, -4.45339)
H (2.31167, -5.67353, -4.13894)
H (3.46018, -5.39665, -1.97019)
H (2.31336, -4.24561, -0.10026)

***

C27H36N2O6 | ωB97M-V with the def2-TZVPD basis set

- frontier orbital gap (eV) = 8.11
- relative energy (zero: lowest compared OMol25 entry of this formula, charge and spin) (kcal per mole) = 71.0
- SMILES = CCCCN(C)C(=O)[C@H]1CCC(=O)N(c2cc(OC)c(OC)c(OC)c2)[C@@H]1c1ccc(OC)cc1
- DFT total energy (eV) = -43847.9029

CARTESIAN COORDINATES (ANGSTROEM)
C (-3.26833, 4.05375, -4.04501)
C (-2.41946, 2.86596, -3.60658)
C (-1.14494, 3.27183, -2.86591)
C (-1.37660, 3.89410, -1.47972)
N (-2.07111, 3.03084, -0.54429)
C (-3.47240, 3.32664, -0.31845)
C (-1.51736, 2.01737, 0.15847)
O (-2.18733, 1.30284, 0.88647)
C (-0.00726, 1.81307, 0.05603)
C (0.67431, 2.63397, 1.15480)
C (2.09341, 2.10959, 1.34190)
C (1.99585, 0.73124, 1.97265)
O (2.69408, 0.38305, 2.90317)
N (0.99365, -0.02260, 1.45515)
C (0.60117, -1.22910, 2.09407)
C (1.53209, -2.20865, 2.37964)
C (1.14590, -3.37707, 3.03012)
O (2.02675, -4.38690, 3.31917)
C (3.39765, -4.16034, 3.09720)
C (-0.19488, -3.55906, 3.39345)
O (-0.71641, -4.66661, 4.00587)
C (0.06750, -5.36351, 4.94837)
C (-1.13196, -2.55354, 3.08368)
O (-2.41026, -2.81169, 3.47222)
C (-3.39193, -1.84038, 3.20274)
C (-0.73285, -1.39305, 2.44204)
C (0.32858, 0.30462, 0.21169)
C (1.11301, -0.17479, -0.99556)
C (2.46579, -0.48728, -0.94940)
C (3.13421, -0.89294, -2.08532)
C (2.46671, -0.99886, -3.30547)
O (3.22093, -1.40184, -4.36475)
C (2.59666, -1.55571, -5.61562)
C (1.10998, -0.69746, -3.35788)
C (0.45087, -0.29564, -2.20966)
H (-4.13170, 3.71015, -4.60984)
H (-2.68768, 4.71883, -4.68072)
H (-3.62914, 4.62522, -3.19364)
H (-2.12711, 2.30221, -4.49555)
H (-3.00633, 2.19419, -2.97797)
H (-0.51204, 2.38810, -2.76767)
H (-0.59924, 4.00325, -3.46656)
H (-0.41176, 4.19818, -1.06494)
H (-1.97819, 4.79826, -1.59007)
H (-4.04665, 3.24587, -1.24073)
H (-3.58213, 4.33600, 0.08495)
H (-3.85475, 2.60904, 0.40468)
H (0.37334, 2.14096, -0.91099)
H (0.12352, 2.52724, 2.09230)
H (0.68380, 3.69279, 0.88761)
H (2.60883, 2.05920, 0.38048)
H (2.67188, 2.74394, 2.01383)
H (2.55785, -2.04860, 2.09970)
H (3.90550, -5.03694, 3.49799)
H (3.62302, -4.07181, 2.02929)
H (3.74803, -3.26531, 3.61961)
H (0.57682, -4.67838, 5.63134)
H (-0.63620, -5.97779, 5.51063)
H (0.80898, -6.00495, 4.46641)
H (-3.18124, -0.89848, 3.71923)
H (-4.32544, -2.25709, 3.57799)
H (-3.48615, -1.64478, 2.13005)
H (-1.43469, -0.60341, 2.22872)
H (-0.62039, -0.24234, 0.22280)
H (3.00691, -0.42256, -0.01776)
H (4.18406, -1.13746, -2.05360)
H (3.37794, -1.89173, -6.29545)
H (1.80192, -2.30779, -5.57892)
H (2.18483, -0.60852, -5.97967)
H (0.55492, -0.77872, -4.27919)
H (-0.60736, -0.07860, -2.25959)

***

C26H30N2O5 | ωB97M-V with the def2-TZVPD basis set

- frontier orbital gap (eV) = 8.71
- relative energy (zero: lowest compared OMol25 entry of this formula, charge and spin) (kcal per mole) = 29.3
- SMILES = CNC(=O)[C@H](Cc1ccc(O)cc1)NC(C)=O.CCc1ccc(Oc2ccccc2)c(O)c1
- DFT total energy (eV) = -40667.3313

CARTESIAN COORDINATES (ANGSTROEM)
C (2.95309, 2.14319, 4.89153)
N (1.74512, 2.17804, 4.06625)
C (1.55454, 2.98150, 3.00904)
O (2.40776, 3.77657, 2.62522)
C (0.20096, 2.86406, 2.27425)
C (0.19790, 1.68567, 1.28560)
C (0.56871, 0.35673, 1.91691)
C (-0.27635, -0.21651, 2.88778)
C (0.10325, -1.40715, 3.53676)
C (1.31861, -2.03788, 3.20068)
O (1.67061, -3.19354, 3.81947)
C (2.16014, -1.46986, 2.21999)
C (1.78569, -0.27088, 1.58403)
N (-0.17893, 4.08559, 1.55108)
C (-0.52155, 5.26481, 2.06810)
C (-0.55543, 5.46063, 3.57203)
O (-0.83011, 6.18882, 1.33296)
H (3.24773, 1.10828, 5.07214)
H (3.77637, 2.65810, 4.39031)
H (2.76319, 2.63402, 5.84749)
H (1.02246, 1.50456, 4.27312)
H (-0.56244, 2.66495, 3.02562)
H (-0.79595, 1.59319, 0.84357)
H (0.89865, 1.90561, 0.47848)
H (-1.21905, 0.25309, 3.13582)
H (-0.53541, -1.85841, 4.28230)
H (2.49570, -3.54723, 3.48522)
H (3.09529, -1.94541, 1.96658)
H (2.44531, 0.17711, 0.85234)
H (-0.12192, 4.07213, 0.54586)
H (-1.20168, 4.71722, 4.03156)
H (0.45682, 5.38841, 3.96583)
H (-0.94623, 6.45538, 3.78222)
C (0.08484, -3.97240, 0.44255)
C (-1.20258, -3.15792, 0.55238)
C (-1.55219, -2.53406, -0.77284)
C (-2.43956, -3.17813, -1.64220)
C (-2.76541, -2.60233, -2.87316)
C (-2.20001, -1.38336, -3.25857)
O (-2.51695, -0.87570, -4.49314)
C (-1.54326, -0.95338, -5.46436)
C (-1.67971, -0.11550, -6.57627)
C (-0.74408, -0.13755, -7.61658)
C (0.34588, -1.01004, -7.55492)
C (0.49708, -1.85976, -6.45657)
C (-0.44249, -1.83524, -5.42107)
C (-1.31484, -0.72362, -2.38296)
O (-0.74786, 0.47889, -2.71347)
C (-0.99523, -1.30542, -1.15231)
H (0.91808, -3.33202, 0.13732)
H (-0.03147, -4.77109, -0.29665)
H (0.32719, -4.42448, 1.40889)
H (-2.01712, -3.80787, 0.88724)
H (-1.08308, -2.37542, 1.30368)
H (-2.87957, -4.13103, -1.36415)
H (-3.45112, -3.10180, -3.55039)
H (-2.52487, 0.56372, -6.61813)
H (-0.86605, 0.52331, -8.46974)
H (1.07327, -1.02786, -8.36106)
H (1.34298, -2.53896, -6.40715)
H (-0.30684, -2.51180, -4.58442)
H (-0.10012, 0.73729, -2.04259)
H (-0.30770, -0.80725, -0.47946)

***

C3H7ClNO2S | ωB97M-V with the def2-TZVPD basis set

- charge = +1
- frontier orbital gap (eV) = 10.65
- relative energy (zero: lowest compared OMol25 entry of this formula, charge and spin) (kcal per mole) = 27.7
- SMILES = C[N+](C)=CS(=O)(=O)Cl
- DFT total energy (eV) = -32157.1765

CARTESIAN COORDINATES (ANGSTROEM)
C (-1.67943, -0.00507, -1.08217)
N (-0.52276, 0.11955, -0.26789)
C (-0.55364, 1.13164, 0.83585)
C (0.42468, -0.70003, -0.38162)
S (2.15381, -0.74044, 0.68134)
O (2.57323, 0.61880, 0.63052)
O (1.95138, -1.33479, 1.93787)
Cl (3.32214, -1.89422, -0.44677)
H (-1.43391, -0.69473, -1.96210)
H (-2.08794, 1.01858, -1.49058)
H (-2.49126, -0.34741, -0.46251)
H (-1.42846, 1.03645, 1.49541)
H (-1.00721, 2.02532, 0.28704)
H (0.37752, 1.14660, 1.51660)
H (0.40184, -1.38023, -1.29099)

***

C39H35O3OsP2 | ωB97M-V with the def2-TZVPD basis set

- charge = +3
- <S²> = 6.04
- frontier orbital gap (spin up / spin down) (eV) = 6.98 / 4.06
- DFT total energy (eV) = -68166.8801
- spin multiplicity = 5

CARTESIAN COORDINATES (ANGSTROEM)
Os (0.22908, -0.09375, 0.32253)
P (0.03900, 2.06901, -0.22506)
C (-1.12653, -0.04347, 1.58208)
O (-1.97114, -0.05121, 2.40503)
P (-0.11879, -2.27146, -0.04547)
C (-0.04201, 3.11543, 1.29094)
C (-1.51661, 2.57993, -1.05707)
C (1.35115, 2.86702, -1.23599)
C (1.40292, -3.22718, -0.40845)
C (-0.83094, -3.18072, 1.39494)
C (-1.31028, -2.69057, -1.37225)
C (1.06570, 3.85504, 1.69174)
C (1.02176, 4.60551, 2.86865)
C (-0.15204, 4.62683, 3.63966)
C (-1.26523, 3.89807, 3.23667)
C (-1.21988, 3.14624, 2.05801)
H (1.97318, 3.85353, 1.08697)
H (1.89411, 5.17545, 3.18197)
H (-0.19085, 5.20337, 4.56624)
H (-2.19205, 3.90629, 3.81841)
H (-2.09917, 2.58811, 1.72306)
C (2.68758, 2.50220, -1.03078)
C (3.70064, 3.12937, -1.76442)
C (3.38714, 4.10507, -2.70204)
C (2.05844, 4.44704, -2.94580)
C (1.04825, 3.80758, -2.23353)
H (2.90332, 1.71080, -0.30947)
H (4.73464, 2.83932, -1.59056)
H (4.17992, 4.58764, -3.26596)
H (1.80923, 5.20280, -3.68238)
H (0.01354, 4.04973, -2.45602)
C (-2.05354, 3.86493, -0.85520)
C (-3.21800, 4.24402, -1.52596)
C (-3.86535, 3.35961, -2.40046)
C (-3.32681, 2.08310, -2.59353)
C (-2.14716, 1.69401, -1.94628)
H (-1.57657, 4.57236, -0.16835)
H (-3.62843, 5.23797, -1.37071)
H (-4.78063, 3.64935, -2.92192)
H (-3.81330, 1.37278, -3.26251)
H (-1.72087, 0.69250, -2.09412)
C (-2.13991, -3.68251, 1.36567)
C (-2.64586, -4.34195, 2.48801)
C (-1.85323, -4.49513, 3.63265)
C (-0.54512, -3.99608, 3.65888)
C (-0.03372, -3.32999, 2.54056)
H (-2.75181, -3.56605, 0.46826)
H (-3.65746, -4.73662, 2.45714)
H (-2.25722, -4.99513, 4.51281)
H (0.09704, -4.13486, 4.53160)
H (0.97646, -2.90145, 2.55749)
C (2.40137, -2.60544, -1.16650)
C (3.57193, -3.30046, -1.47844)
C (3.74025, -4.61784, -1.02637)
C (2.74847, -5.23136, -0.25487)
C (1.56988, -4.55075, 0.04321)
H (2.24166, -1.57432, -1.50764)
H (4.33609, -2.81411, -2.08202)
H (4.65468, -5.15434, -1.27728)
H (2.89092, -6.25573, 0.10483)
H (0.79414, -5.03649, 0.63690)
C (-1.08652, -3.79233, -2.20997)
C (-2.06432, -4.14986, -3.14087)
C (-3.22672, -3.37843, -3.27731)
C (-3.41771, -2.25227, -2.47928)
C (-2.46860, -1.90446, -1.51420)
H (-0.16120, -4.36732, -2.13320)
H (-1.92102, -5.02710, -3.76008)
H (-3.98302, -3.64413, -4.01493)
H (-4.30365, -1.62314, -2.57283)
H (-2.59722, -1.02469, -0.87029)
H (1.27606, -0.33535, -1.82729)
H (0.69282, 0.08516, -1.43874)
C (2.85658, 1.33553, 3.18639)
O (2.18404, 1.21489, 1.90567)
C (1.67164, -0.04543, 1.72825)
O (2.03389, -0.96925, 2.46086)
H (3.28371, 2.33274, 3.18684)
H (3.64242, 0.59202, 3.19259)
H (2.11689, 1.19035, 3.97086)

***

C10H18ClF5NO4PSSi | ωB97M-V with the def2-TZVPD basis set

- frontier orbital gap (eV) = 7.54
- SMILES = CP(C)[Si@@](CN)(CC(=O)Cl)S(=O)(=O)C(F)(F)C(F)(F)F.CC(C)=O
- DFT total energy (eV) = -74445.6304

CARTESIAN COORDINATES (ANGSTROEM)
C (1.98854, -3.76319, -0.12414)
P (0.94270, -3.09565, 1.36931)
C (2.06883, -3.16622, 2.91838)
Si (0.30361, -1.00523, 0.93406)
C (-0.12505, -0.23929, 2.69108)
N (1.19084, -0.07597, 3.42077)
C (1.88112, -0.07866, 0.33194)
C (1.69201, 0.77526, -1.06217)
O (1.09888, 1.98382, -1.03494)
Cl (2.29741, -0.06307, -2.63578)
S (-1.35951, -0.97267, -0.44657)
O (-0.79596, -1.07952, -1.91715)
O (-1.99454, 0.44738, -0.35511)
C (-2.57412, -2.38586, -0.25959)
F (-3.40974, -2.43786, -1.50833)
F (-1.85093, -3.70396, -0.22121)
C (-3.53369, -2.31285, 1.06690)
F (-4.88706, -2.82006, 0.62609)
F (-3.76978, -0.95193, 1.60083)
F (-3.10505, -3.28277, 2.14310)
H (2.33287, -4.88164, 0.10813)
H (1.27782, -3.72116, -1.08182)
H (2.91072, -3.03387, -0.27385)
H (1.47188, -2.78824, 3.87971)
H (2.43566, -4.25708, 3.17748)
H (3.03151, -2.49549, 2.85486)
H (-0.91572, -0.90747, 3.26334)
H (-0.53749, 0.86244, 2.49602)
H (1.11285, -0.24274, 4.44776)
H (1.64065, 0.85078, 3.24302)
H (2.78361, -0.85202, 0.21923)
H (2.26775, 0.70826, 1.14217)
C (0.00033, 5.45487, -4.11602)
C (-0.66160, 5.40421, -2.76496)
C (-1.13311, 4.06187, -2.27338)
O (-0.81142, 6.42056, -2.08875)
H (0.28866, 6.48735, -4.34033)
H (0.89940, 4.83353, -4.11278)
H (-0.69690, 5.11158, -4.88448)
H (-0.28452, 3.37841, -2.18800)
H (-1.88082, 3.65646, -2.95969)
H (-1.59066, 4.17765, -1.28509)

***

- Among the records above, which one has the lowest DFT total energy?
  C44H39FeN3O4PS3

***

- Which value of DFT total energy does entry 6 give?
  -74445.6304 eV

***

- What is the DFT total energy in the first record?
  -135106.4664 eV

***

- The highest DFT total energy belongs to which entry?
  C3H7ClNO2S